Molecular formula: C8H66N2O28
Method: DFT, ωB97M-V with the def2-TZVPD basis set

E_HOMO	-10.23	eV
net charge	0
ΔE to the lowest compared entry with this formula, charge and spin	3.287	eV
max |F|	6.99	eV/Å
frontier orbital gap	0.3651	Ha

CARTESIAN COORDINATES (ANGSTROEM)
O  -2.5900  -2.9963  5.9426
O  -4.5026  -4.5978  -6.6567
O  -1.0115  2.1277  2.4699
O  -1.9367  -2.9181  -5.6340
O  3.9380  0.0169  8.9676
O  3.2164  3.7714  3.4525
O  -1.7024  4.7849  -7.2279
O  2.7851  1.4598  5.9731
O  -0.6067  -0.1442  -1.2275
O  3.0617  -3.2861  -0.3620
O  7.3122  2.1814  -7.5872
O  5.5158  0.5724  -5.5106
O  -2.1784  -0.3413  9.3445
O  -1.6549  2.1515  -2.9592
O  -3.6895  -0.2730  2.0804
O  -3.5064  0.3341  -4.0222
O  7.0468  -0.5884  8.9487
O  5.6315  4.1133  -5.7183
O  -3.4982  0.5026  -9.8403
O  -4.9945  1.1386  0.4007
O  -0.2619  -1.3224  -3.7768
O  -4.6515  -4.5585  6.6874
O  0.9373  0.0743  8.2210
O  6.1807  0.4697  -2.6432
O  -1.7524  3.0022  -9.9035
O  -4.0754  0.0004  -6.9550
O  1.8868  3.1862  -0.8879
O  -3.7060  -0.2155  7.0381
N  2.6455  0.6008  2.6227
N  2.8883  -0.4962  -1.9010
C  -0.7808  -0.5102  1.6272
C  0.5621  0.4120  -0.5450
C  1.9031  -0.0196  -1.3681
C  -1.3688  -2.0352  1.5400
C  0.6508  -0.3536  0.8930
C  1.7653  0.3082  1.8313
C  -0.3358  -2.8769  3.9006
C  -1.6875  -2.6745  3.0033
H  -2.5825  -1.1115  8.9263
H  -2.1661  5.5918  -7.4833
H  -0.6596  -2.7739  1.0171
H  0.5329  1.5599  -0.4553
H  -2.7015  -2.1237  6.3428
H  -2.3662  -2.0101  0.9679
H  2.5975  1.3497  5.0308
H  5.6465  3.9436  -4.7671
H  5.0505  1.3801  -5.7648
H  7.2145  0.2071  9.4699
H  -0.2863  -0.9976  -1.6408
H  -4.4364  0.5160  -10.0678
H  -4.2172  -5.4493  -7.0120
H  1.8849  0.1765  8.3856
H  -2.8123  -3.1218  -5.9923
H  2.4578  2.4379  -1.1105
H  -5.0145  0.0130  -7.1798
H  -2.1292  -3.7173  2.8109
H  -4.9675  -4.5948  7.5988
H  7.4667  2.9720  -7.0534
H  -4.5642  -0.4773  1.7238
H  -2.4867  -2.0560  3.5484
H  -5.1195  1.6044  -0.4363
H  -2.0464  -2.0476  -5.2303
H  6.0695  0.5683  -3.5999
H  -3.4647  -3.2052  5.5925
H  -3.8011  0.5972  2.4840
H  -2.5302  2.4260  -9.8667
H  -1.5193  2.6011  3.1420
H  -0.6876  -3.0825  4.9961
H  7.7158  1.4705  -7.0733
H  5.4172  -0.0577  -2.3724
H  -1.4997  2.9418  -2.4263
H  3.9524  0.5711  8.1750
H  3.5667  -3.9648  -0.8272
H  -0.1017  -1.7735  -4.6168
H  4.5025  -0.7331  8.7378
H  4.1181  3.7896  3.1075
H  -3.4902  0.3310  -8.8865
H  -5.4571  -4.5923  -6.8011
H  3.1353  -2.5079  -0.9309
H  -4.0519  1.2411  0.5877
H  -0.1485  2.5636  2.4796
H  4.6911  4.1255  -5.9388
H  -4.1152  0.0085  -3.3470
H  -3.2256  0.5063  7.4656
H  -1.5652  3.0818  -10.8469
H  3.4220  2.1855  5.9994
H  -1.5993  0.1799  1.2186
H  -3.0318  1.0584  -3.5828
H  0.1642  -3.8394  3.4990
H  0.7967  0.5341  7.3834
H  1.9223  3.7476  -1.6733
H  5.6772  0.1227  -6.3495
H  7.4651  -1.2942  9.4579
H  -4.3153  -5.4484  6.5207
H  -0.6111  -0.2033  2.7303
H  -0.7266  -0.5132  -4.0305
H  0.4022  -2.0020  3.8232
H  2.8179  3.0011  3.0240
H  -1.5352  4.3353  -8.0682
H  -4.3050  -0.5354  7.7243
H  -1.2820  -0.3239  8.9796
H  0.9933  -1.4353  0.6325
H  -4.0644  -0.1710  -6.0024
H  -1.2518  1.4377  -2.4442